C37H40HfO2P2 | ωB97M-V/def2-TZVPD

Properties
charge = +2
max |F| = 3.6 eV/Å
orbital gap = 7.0 eV
highest occupied orbital energy = -0.502 Ha
total energy = -2314.5367 hartree
LUMO level = -6.64 eV

Each line ends with the Mulliken charge.
Atoms and positions in Å:
Hf -0.063 0.626 2.287  1.219
C -1.530 0.889 -3.303  0.065
C -1.638 -0.426 -3.117  -0.355
C -0.988 -1.460 -3.984  -1.094
C 0.437 -1.134 -4.540  -1.389
C 1.376 -0.287 -3.730  0.017
C 1.422 1.048 -3.752  -0.882
C 0.499 1.937 -4.509  -0.999
C -0.968 1.464 -4.579  -1.180
C 1.419 0.023 3.822  -1.605
H -1.940 1.621 -2.592  0.517
H -2.288 -0.819 -2.336  0.909
H -1.596 -1.679 -4.879  0.478
H -0.914 -2.403 -3.422  0.136
H 0.936 -2.110 -4.636  0.485
H 0.336 -0.748 -5.567  0.371
H 2.195 -0.856 -3.272  0.937
H 2.268 1.599 -3.344  0.916
H 0.840 2.039 -5.552  0.343
H 0.535 2.940 -4.059  0.351
H -1.566 2.348 -4.840  0.511
H -1.069 0.743 -5.407  0.312
H 1.468 0.832 4.588  0.460
H 2.465 -0.222 3.568  0.466
H 1.021 -0.855 4.366  0.442
P -1.414 -0.844 0.657  1.156
P 1.976 0.080 0.843  1.377
C -0.161 -1.083 -0.611  -0.362
C 1.134 -0.644 -0.571  -1.331
C -2.339 -2.369 0.884  0.123
C -2.637 -3.224 -0.189  -0.167
C -3.479 -4.323 0.014  -0.692
C -3.933 -4.630 1.301  -0.559
C -3.534 -3.853 2.393  -0.695
C -2.768 -2.710 2.185  -0.431
C -2.573 0.524 0.209  1.305
C -2.076 1.838 0.060  -0.086
C -2.968 2.919 -0.010  -0.839
C -4.345 2.699 0.072  -0.713
C -4.841 1.396 0.215  -0.684
C -3.965 0.316 0.282  -0.941
C 3.420 -0.976 1.153  0.352
C 3.203 -2.295 1.598  -0.410
C 4.288 -3.103 1.928  -0.619
C 5.593 -2.618 1.765  -0.542
C 5.811 -1.333 1.257  -0.633
C 4.730 -0.502 0.969  -0.541
C 2.560 1.783 0.479  -0.032
C 2.789 2.770 1.460  -0.197
C 3.195 4.047 1.059  -0.716
C 3.320 4.356 -0.299  -0.648
C 3.070 3.379 -1.273  -0.301
C 2.681 2.103 -0.873  0.050
H -0.463 -1.736 -1.445  0.472
H 1.826 -0.895 -1.381  0.822
H -2.210 -3.041 -1.173  0.282
H -3.770 -4.940 -0.836  0.452
H -4.592 -5.487 1.457  0.399
H -3.820 -4.136 3.408  0.454
H -2.483 -2.084 3.028  0.467
H -0.994 2.039 -0.021  0.137
H -2.575 3.931 -0.125  0.491
H -5.037 3.543 0.022  0.432
H -5.921 1.228 0.276  0.456
H -4.339 -0.701 0.417  0.461
H 2.183 -2.678 1.681  0.384
H 4.114 -4.114 2.300  0.411
H 6.441 -3.251 2.021  0.402
H 6.827 -0.977 1.077  0.421
H 4.891 0.508 0.591  0.424
H 2.630 2.549 2.521  0.411
H 3.412 4.813 1.808  0.449
H 3.604 5.360 -0.615  0.429
H 3.177 3.606 -2.335  0.485
H 2.406 1.332 -1.585  -0.123
C -2.485 0.961 5.524  -1.202
C -1.656 0.844 4.299  0.821
O -1.447 -0.304 3.724  -0.592
O -1.041 1.863 3.757  -0.738
H -2.272 0.120 6.206  0.338
H -3.544 0.918 5.220  0.317
H -2.259 1.916 6.015  0.381

=====

C7H13FO | ωB97M-V/def2-TZVPD

Properties
max |F| = 3.3 eV/Å
orbital gap (spin up / spin down) = 7.8 / 7.8 eV
highest occupied orbital energy (spin up / spin down) = -0.257 / -0.261 Ha
total energy = -449.5104 hartree
LUMO level (spin up / spin down) = 0.77 / 0.74 eV

Each line ends with the Mulliken charge.
Atoms and positions in Å:
C -0.637 -1.571 0.507  -0.669
C 0.831 -1.332 0.259  -0.988
C -1.477 -0.682 -0.495  -0.838
C 1.177 0.131 0.266  0.817
C -1.207 0.728 -0.095  0.835
C 1.606 0.747 1.627  -1.490
C -1.309 1.948 -0.958  -1.397
O 1.890 0.699 -0.782  -0.539
F -1.883 1.015 1.099  -0.359
H -0.760 -2.607 0.446  0.452
H -0.981 -1.207 1.482  0.302
H 1.391 -1.857 0.947  0.377
H 1.010 -1.675 -0.740  0.375
H -1.387 -0.857 -1.569  0.341
H -2.516 -0.845 -0.209  0.358
H 2.615 0.576 1.920  0.422
H 0.924 0.313 2.301  0.347
H 1.352 1.786 1.472  0.359
H -0.441 2.623 -0.962  0.255
H -2.205 2.623 -0.713  0.356
H -1.446 1.698 -1.984  0.336
H 1.945 0.092 -1.574  0.350

=====

C4H5NO2 | ωB97M-V/def2-TZVPD

Properties
max |F| = 0.4 eV/Å
orbital gap = 9.2 eV
highest occupied orbital energy = -0.312 Ha
total energy = -360.6091 hartree
SMILES = O/C=C1\CN=CO1
LUMO level = 0.71 eV

Each line ends with the Mulliken charge.
Atoms and positions in Å:
O 1.135 1.603 1.595  -0.529
C 0.590 1.512 0.343  -0.104
C 0.128 0.378 -0.167  0.292
C -0.158 -0.958 0.481  -0.397
N -0.955 -1.662 -0.530  -0.511
C -0.983 -0.897 -1.537  0.022
O -0.360 0.310 -1.473  -0.414
H 1.531 0.750 1.819  0.307
H 0.534 2.462 -0.177  0.376
H 0.724 -1.567 0.723  0.288
H -0.726 -0.824 1.411  0.284
H -1.458 -1.107 -2.488  0.387